# 1
{"formula": "C21H29N3S2", "method": "wB97M-V/def2-TZVPD", "species": ["C", "C", "C", "C", "C", "C", "C", "N", "C", "S", "N", "C", "C", "N", "C", "C", "C", "C", "C", "C", "C", "C", "C", "C", "C", "S", "H", "H", "H", "H", "H", "H", "H", "H", "H", "H", "H", "H", "H", "H", "H", "H", "H", "H", "H", "H", "H", "H", "H", "H", "H", "H", "H", "H", "H"], "xyz": [[0.088, 0.891, -3.321], [-0.336, 2.005, -2.418], [-0.402, 3.313, -2.875], [-0.799, 4.346, -2.046], [-1.144, 4.084, -0.732], [-1.088, 2.787, -0.257], [-0.690, 1.751, -1.091], [-0.608, 0.443, -0.545], [-1.516, -0.515, -0.790], [-2.804, -0.247, -1.806], [-1.323, -1.710, -0.165], [-0.395, -1.867, 0.937], [1.077, -1.971, 0.492], [1.741, -0.673, 0.509], [2.834, -0.627, -0.454], [3.659, 0.661, -0.417], [2.849, 1.931, -0.151], [2.682, 2.217, 1.341], [1.759, 1.242, 2.066], [2.111, -0.232, 1.851], [-2.233, -2.810, -0.406], [-3.113, -3.093, 0.764], [-3.448, -4.298, 1.301], [-4.325, -4.188, 2.404], [-4.634, -2.900, 2.693], [-3.874, -1.792, 1.619], [-0.775, 0.269, -3.559], [0.504, 1.279, -4.247], [0.830, 0.258, -2.835], [-0.137, 3.523, -3.902], [-0.844, 5.356, -2.427], [-1.461, 4.885, -0.080], [-1.369, 2.563, 0.762], [0.267, 0.193, -0.067], [-0.509, -1.034, 1.640], [-0.678, -2.783, 1.459], [1.606, -2.696, 1.130], [1.095, -2.357, -0.530], [2.379, -0.729, -1.445], [3.519, -1.482, -0.314], [4.443, 0.582, 0.338], [4.158, 0.744, -1.384], [1.874, 1.869, -0.633], [3.379, 2.777, -0.595], [2.279, 3.224, 1.464], [3.668, 2.199, 1.814], [0.732, 1.406, 1.735], [1.800, 1.454, 3.137], [1.553, -0.827, 2.579], [3.178, -0.400, 2.045], [-1.662, -3.711, -0.660], [-2.842, -2.519, -1.272], [-3.086, -5.236, 0.919], [-4.701, -5.031, 2.954], [-5.266, -2.523, 3.473]], "lowdin_charge": [-0.04, -0.24, -0.04, -0.08, -0.08, -0.02, -0.28, 0.07, -0.78, 0.70, -0.14, -0.13, -0.16, -0.22, -0.19, -0.17, -0.19, -0.20, -0.17, -0.17, -0.22, -0.52, -0.14, -0.20, -0.42, 1.04, 0.05, 0.08, 0.06, 0.11, 0.10, 0.10, 0.11, 0.09, 0.13, 0.13, 0.13, 0.13, 0.11, 0.12, 0.11, 0.11, 0.09, 0.11, 0.11, 0.11, 0.09, 0.11, 0.12, 0.13, 0.13, 0.05, 0.11, 0.10, 0.06], "smiles": "Cc1ccccc1NC(=S)N(CCN1CCCCCC1)Cc1cccs1", "de_lowest_kj_mol": 0.00, "multiplicity": 1, "orbital_gap_ev": 8.3}

---

# 2
{"formula": "C21H29N4OPReSSeSi", "method": "wB97M-V/def2-TZVPD", "species": ["Re", "C", "Si", "C", "C", "Se", "H", "H", "H", "H", "H", "H", "H", "H", "H", "C", "C", "C", "N", "N", "C", "N", "S", "H", "H", "H", "H", "H", "H", "H", "O", "C", "N", "C", "P", "C", "C", "C", "C", "C", "C", "C", "C", "C", "C", "C", "C", "H", "H", "H", "H", "H", "H", "H", "H", "H", "H", "H", "H", "H"], "xyz": [[0.244, -0.362, -0.729], [-2.622, -0.042, -4.783], [-1.547, 1.235, -3.993], [-2.271, 2.161, -2.575], [-0.496, 2.190, -5.171], [0.205, -0.223, -3.002], [-3.241, 0.436, -5.548], [-3.289, -0.519, -4.066], [-2.032, -0.809, -5.287], [-3.054, 2.840, -2.924], [-1.510, 2.760, -2.072], [-2.723, 1.476, -1.858], [-1.128, 2.669, -5.924], [0.198, 1.541, -5.707], [0.067, 2.969, -4.656], [4.788, -0.594, -2.655], [4.234, -1.458, -1.518], [3.581, -0.633, -0.462], [2.320, -0.404, -0.361], [1.924, 0.454, 0.640], [2.949, 0.865, 1.353], [2.846, 1.687, 2.393], [4.454, 0.236, 0.765], [5.264, -1.227, -3.400], [5.534, 0.112, -2.291], [3.992, -0.028, -3.141], [5.026, -2.055, -1.063], [3.480, -2.155, -1.889], [1.938, 2.023, 2.670], [3.647, 1.983, 2.924], [-2.920, 0.992, 1.722], [-2.180, 0.607, 0.917], [-1.426, 0.207, 0.060], [0.552, -3.668, -1.790], [-0.285, -2.606, -0.595], [0.277, -3.050, 1.055], [-0.349, -2.445, 2.149], [0.082, -2.722, 3.436], [1.136, -3.604, 3.638], [1.760, -4.209, 2.556], [1.334, -3.934, 1.264], [-2.032, -3.016, -0.679], [-2.890, -2.347, -1.547], [-4.214, -2.738, -1.659], [-4.690, -3.797, -0.897], [-3.842, -4.465, -0.024], [-2.515, -4.080, 0.086], [0.295, -4.709, -1.589], [1.633, -3.546, -1.754], [0.194, -3.399, -2.783], [-1.199, -1.787, 2.004], [-0.415, -2.266, 4.282], [1.464, -3.833, 4.644], [2.568, -4.909, 2.718], [1.821, -4.428, 0.433], [-2.529, -1.511, -2.133], [-4.881, -2.216, -2.332], [-5.725, -4.099, -0.981], [-4.213, -5.288, 0.572], [-1.865, -4.608, 0.773]], "lowdin_spin": [0.69, 0.00, 0.03, 0.01, 0.01, 0.15, 0.00, 0.00, 0.00, 0.00, 0.00, 0.00, 0.00, 0.00, 0.00, 0.00, 0.00, 0.00, 0.00, 0.01, 0.00, 0.00, 0.00, 0.00, 0.00, 0.00, 0.00, 0.00, 0.00, 0.00, 0.02, 0.02, 0.02, 0.01, 0.02, 0.01, 0.01, 0.00, 0.00, 0.00, 0.00, 0.00, 0.00, 0.00, 0.00, 0.00, 0.00, 0.00, 0.00, 0.00, 0.00, 0.00, 0.00, 0.00, 0.00, 0.00, 0.00, 0.00, 0.00, 0.00], "s_squared": 0.782, "charge": 2, "de_lowest_kj_mol": 16.28, "multiplicity": 2, "orbital_gap_ev": [6.6, 6.6]}

---

# 3
{"formula": "C21H29NO", "method": "wB97M-V/def2-TZVPD", "species": ["C", "C", "N", "C", "C", "C", "C", "C", "C", "O", "C", "C", "C", "C", "C", "C", "C", "C", "C", "C", "C", "C", "C", "H", "H", "H", "H", "H", "H", "H", "H", "H", "H", "H", "H", "H", "H", "H", "H", "H", "H", "H", "H", "H", "H", "H", "H", "H", "H", "H", "H", "H"], "xyz": [[2.247, -2.717, 0.473], [1.436, -3.125, -0.755], [0.016, -3.111, -0.461], [-0.764, -4.080, -1.202], [-0.731, -3.946, -2.731], [-0.567, -1.783, -0.420], [-1.499, -1.615, 0.783], [-1.954, -0.161, 0.927], [-3.085, -0.022, 1.949], [-0.837, 0.615, 1.339], [-0.713, 1.881, 0.719], [0.177, 2.775, 1.551], [0.284, 4.121, 1.219], [1.114, 4.954, 1.945], [1.845, 4.452, 3.009], [1.742, 3.113, 3.341], [0.914, 2.276, 2.614], [-0.116, 1.727, -0.669], [1.187, 1.260, -0.796], [1.735, 1.044, -2.046], [0.986, 1.295, -3.184], [-0.308, 1.769, -3.066], [-0.858, 1.983, -1.812], [2.008, -1.702, 0.778], [2.020, -3.384, 1.300], [3.311, -2.773, 0.254], [1.693, -2.464, -1.600], [1.712, -4.146, -1.030], [-0.402, -5.075, -0.925], [-1.798, -3.996, -0.857], [0.277, -4.100, -3.109], [-1.385, -4.689, -3.179], [-1.067, -2.960, -3.042], [-1.121, -1.544, -1.341], [0.233, -1.048, -0.329], [-0.964, -1.907, 1.686], [-2.373, -2.257, 0.678], [-2.306, 0.193, -0.054], [-2.757, -0.410, 2.910], [-3.352, 1.025, 2.074], [-3.962, -0.572, 1.622], [-1.705, 2.356, 0.633], [-0.284, 4.512, 0.386], [1.190, 5.999, 1.681], [2.492, 5.104, 3.577], [2.311, 2.716, 4.170], [0.822, 1.231, 2.866], [1.764, 1.067, 0.097], [2.747, 0.677, -2.134], [1.412, 1.124, -4.162], [-0.895, 1.969, -3.950], [-1.871, 2.352, -1.725]], "lowdin_charge": [-0.08, -0.26, -0.20, -0.25, -0.08, -0.19, -0.11, -0.39, -0.03, -0.09, -0.26, -0.17, -0.03, -0.08, -0.10, -0.08, -0.03, -0.18, -0.03, -0.07, -0.09, -0.08, -0.04, 0.06, 0.07, 0.07, 0.11, 0.11, 0.11, 0.11, 0.06, 0.07, 0.06, 0.12, 0.09, 0.13, 0.11, 0.14, 0.08, 0.08, 0.08, 0.16, 0.12, 0.10, 0.10, 0.10, 0.11, 0.12, 0.10, 0.10, 0.10, 0.11], "smiles": "CCN(CC)CC[C@@H](C)OC(c1ccccc1)c1ccccc1", "de_lowest_kj_mol": 38.55, "multiplicity": 1, "orbital_gap_ev": 8.9}